Record 1
Below is 3 unconnected molecules or ions with the total composition C12H24O3 at a distorted geometry, with properties calculated with ωB97M-V with the def2-TZVPD basis set.

Values from the calculation:
**HOMO (spin up / spin down)**: -0.438 / -0.438 Ha
**Molecular weight**: 216.3 g mol⁻¹
**Total energy**: -696.889064 a.u.
**Net charge**: +1
**Multiplicity**: 2

Structure (XYZ):
```
39
C12H24O3, DFT ωB97M-V with the def2-TZVPD basis set
O 0.09 -2.63 -2.59
C 1.00 -2.83 -0.53
C -2.28 1.02 1.61
H 2.93 2.93 -1.79
H -0.17 -4.82 -2.90
C 0.84 -4.16 -1.07
C -0.92 -0.36 2.95
C -0.20 -4.00 -2.17
H 2.09 4.22 0.58
H -0.26 0.55 1.07
H -0.38 -1.29 3.13
H 1.96 -2.74 -0.02
H -1.18 -4.04 -1.70
H 0.21 -2.64 0.20
C 0.99 -1.98 -1.82
H 2.34 1.24 -1.87
O 2.28 2.28 -0.07
H 0.03 2.38 -2.34
H 1.77 -4.53 -1.50
H 0.37 -4.76 -0.30
C 1.48 3.31 0.52
H 0.93 3.68 -2.57
H -3.94 0.73 3.10
H 0.02 4.52 -0.61
C 2.12 2.25 -1.53
C 0.29 3.48 -0.43
C -1.15 0.13 1.52
C 0.79 2.93 -1.79
O -2.16 -0.20 3.57
H 1.95 -1.93 -2.33
H -3.62 -0.63 2.20
H 0.69 -0.96 -1.57
H 1.12 2.81 1.42
H -0.22 0.37 3.35
H -2.82 1.25 0.69
H -1.37 -0.75 0.92
C -3.10 0.23 2.61
H -0.57 2.98 0.03
H -1.95 1.97 2.03
```

Atom charges from the natural (NBO) analysis, given in e for atoms 1 to 4: O -0.538; C -0.425; C -0.440; H 0.182

Record 2
Below is a molecular structure, C12H24O6Tb, with properties calculated with ωB97M-V with the def2-TZVPD basis set.

Values from the calculation:
**HOMO (spin up / spin down)**: -0.784 / -0.773 Ha
**Molecular weight**: 423.2 g mol⁻¹
**Total energy**: -1746.563509 a.u.
**Net charge**: +3
**Multiplicity**: 7

Structure (XYZ):
```
43
C12H24O6Tb, DFT ωB97M-V with the def2-TZVPD basis set
H 3.45 0.83 -2.13
H 2.54 -0.66 -1.96
H -3.03 1.44 0.70
O 0.12 0.60 -2.26
H -1.95 -2.30 2.85
O -1.71 -0.90 1.31
O -2.12 0.46 -0.90
H -3.11 1.48 -2.44
H 3.09 1.78 0.93
O 0.72 -0.39 2.13
H -1.82 -0.60 3.36
H -1.84 2.41 -1.60
C 2.47 0.42 -1.92
H 1.50 0.51 -3.83
Tb -0.07 0.05 -0.01
C -2.11 1.43 -2.01
H 0.56 2.90 2.87
C -1.10 0.92 -3.01
H 0.41 -1.65 3.78
H 1.54 3.69 0.98
H -4.15 0.63 -0.42
C 0.06 -1.54 2.75
H -0.87 1.87 2.70
C 1.00 0.79 2.95
C 1.28 2.86 0.33
H 0.82 3.25 -0.57
C 1.41 0.97 -2.85
C 0.19 1.96 2.45
H -3.41 -1.61 0.33
H 0.75 0.58 3.99
H 0.40 -2.41 2.18
C -1.43 -1.36 2.67
C 2.50 2.01 0.04
O 0.22 2.06 0.98
O 2.10 0.73 -0.53
H -3.74 -0.66 1.80
H -0.88 1.68 -3.75
H 1.43 2.05 -2.94
C -3.20 0.54 0.10
H 3.15 2.54 -0.66
H 2.08 0.96 2.89
H -1.43 0.01 -3.50
C -3.12 -0.73 0.91
```

Atom charges from the Mulliken analysis, given in e for atoms 1 to 4: H 0.479; H 0.305; H 0.221; O -0.190

Record 3
Below is a molecular structure, C12H25AlBrF5N2O6PS at a distorted geometry, with properties calculated with ωB97M-V with the def2-TZVPD basis set.

Values from the calculation:
**HOMO**: -0.171 Ha
**Molecular weight**: 558.3 g mol⁻¹
**Total energy**: -5088.565447 a.u.
**Net charge**: -1
**Multiplicity**: 1

Structure (XYZ):
```
54
C12H25AlBrF5N2O6PS, DFT ωB97M-V with the def2-TZVPD basis set
H 2.57 1.96 1.48
Br 4.91 -0.81 -1.24
Al 2.88 2.18 -0.06
F -0.33 2.21 0.42
O 1.37 -0.29 -1.35
O 1.70 4.62 1.35
H 0.01 -3.40 -0.45
C -0.04 -5.03 1.53
O -3.08 -6.47 0.09
H 0.73 -5.53 2.11
N -2.73 -3.53 0.46
H 0.35 -1.97 0.49
C -1.52 2.15 -1.56
O 1.29 1.69 -2.70
H 0.95 7.70 -1.08
C -0.50 1.44 -0.64
H 3.92 4.50 -0.70
H 0.01 -5.40 0.50
C -0.25 -2.88 0.48
F -2.74 1.92 -1.09
H 0.47 5.99 -1.18
H 2.86 8.01 1.15
H -4.64 -5.19 -0.42
P 5.06 1.34 -0.51
H 1.13 7.89 1.10
H 2.07 6.79 2.10
H -3.71 -5.89 -1.75
C -3.64 -5.46 -0.75
S 1.22 1.15 -1.36
C -2.74 -4.25 -0.81
F -1.02 0.32 -0.21
H 5.03 1.67 1.68
O 5.68 1.33 1.04
C 1.31 6.68 -1.12
F -1.50 1.72 -2.77
H -2.56 -4.18 1.20
H -1.01 -5.30 1.97
C -3.79 -6.68 1.29
H 2.46 4.27 -1.62
C 2.90 4.12 -0.63
C -1.71 -2.47 0.54
H 1.86 6.56 -2.04
C 2.21 5.03 0.36
H -3.10 -3.58 -1.60
H -1.91 -1.74 -0.25
H -1.73 -4.59 -1.09
F -1.34 3.43 -1.51
H -3.68 -5.84 1.98
C 2.04 7.30 1.15
H -4.85 -6.86 1.10
H -1.87 -1.95 1.49
O 0.19 -3.64 1.61
H -3.37 -7.57 1.77
N 2.21 6.40 0.01
```

Atom charges from the natural (NBO) analysis, given in e for atoms 1 to 4: H -0.372; Br -0.302; Al 0.938; F -0.306